# C11H10IrN5S3

A molecular structure, C11H10IrN5S3 (ωB97M-V/def2-TZVPD, the Open Molecules 2025 dataset).

Calculated values
- charge = +3
- multiplicity = 2
- gap between HOMO and LUMO (alpha / beta) (eV) = 6.447 / 4.959
- <S²> = 0.793
- maximum force (eV/Å) = 1.768
- molecular weight (g mol⁻¹) = 500.7
- DFT total energy (eV) = -54335.7443

Cartesian coordinates (Å):
Ir  -0.117  0.257  -0.115
S  -0.244  2.570  -0.190
C  1.132  2.411  0.903
C  1.845  3.381  1.547
C  2.904  2.959  2.358
C  3.189  1.600  2.483
C  2.403  0.687  1.813
N  1.389  1.110  1.033
H  1.587  4.425  1.428
H  3.497  3.693  2.888
H  4.012  1.242  3.084
H  2.572  -0.378  1.892
N  -2.661  -0.326  2.352
C  -2.595  -1.106  1.305
N  -1.743  -0.978  0.281
C  -1.974  -1.936  -0.689
C  -2.983  -2.833  -0.381
S  -3.683  -2.482  1.115
C  -1.201  -1.843  -1.849
C  -1.286  -2.580  -3.019
S  -0.189  -2.028  -4.177
C  0.377  -0.790  -3.054
N  -0.252  -0.839  -1.875
N  1.319  0.052  -3.389
H  -2.062  0.483  2.455
H  -3.347  -0.481  3.081
H  -3.324  -3.667  -0.978
H  -1.954  -3.402  -3.237
H  1.734  0.039  -4.314
H  1.656  0.760  -2.750